Formula: C12H19AlBeBr3ClInKLiN2O8
Source: the Open Molecules 2025 dataset
Level of theory: ωB97M-V with the def2-TZVPD basis set

Results
Highest occupied orbital energy (eV): -13.6
HOMO-LUMO gap (eV): 1.39
Net charge: +3
2S+1: 1
LUMO level (Eh): -0.450

The geometry in XYZ format:
```
50
Properties=species:S:1:pos:R:3:forces:R:3:mulliken_charge:R:1
C -5.88802 0.81286 2.23837 -0.112 -2.771 0.351 -0.714
C -5.45829 -0.17566 1.05500 0.936 0.928 -3.194 0.655
O -4.89246 0.21850 0.00585 -1.754 -1.242 4.266 -0.491
O -5.79209 -1.55137 1.23326 2.044 1.793 0.844 -0.326
C -4.78741 -2.41951 0.68018 0.759 -2.479 -5.019 0.759
O -4.89562 -2.71983 -0.53658 0.250 1.407 4.836 -0.513
C -3.59985 -3.05019 1.51656 -1.889 -0.335 0.757 -1.165
In -1.90486 -1.64184 1.97655 -0.847 -0.186 -0.514 0.936
C -1.28681 -0.30252 0.26735 0.614 0.308 -2.629 -0.380
Br -0.53787 1.50603 0.77714 -0.918 -6.075 -1.063 0.188
C -1.37211 -0.60913 -1.13283 -0.255 -0.777 1.939 0.769
C -1.98847 -1.99327 -1.61439 0.707 1.273 -1.671 -1.071
Br -0.73491 0.66856 -2.52810 -0.758 -1.939 0.834 -0.006
H -4.95030 1.01320 2.85586 -1.325 0.114 -0.898 0.261
H -6.39931 1.76603 1.82490 1.108 -1.885 0.298 0.195
H -6.65472 0.24983 2.89232 1.140 1.110 -0.937 0.384
H -4.04732 -3.38408 2.52723 0.742 0.647 -1.348 0.401
H -3.23220 -4.02345 1.01802 -0.782 1.806 0.430 0.395
H -0.43902 -2.60037 2.48224 -0.555 0.438 -0.379 -0.480
H -2.37570 -0.53039 3.34807 0.319 -0.302 -0.327 -0.378
H -1.28876 -2.41318 -2.43437 -1.026 0.533 1.337 0.402
H -2.14359 -2.76050 -0.79124 0.151 1.342 -0.983 0.233
H -2.96755 -1.73409 -2.17367 1.326 -0.577 1.091 0.334
N 4.18085 0.51844 -3.27420 -0.024 0.718 0.303 -0.386
C 2.94138 0.98867 -3.04744 0.399 -0.544 0.105 -0.562
C 2.64315 2.33753 -2.89696 -0.039 0.091 0.481 -0.514
C 3.68674 3.25583 -2.98178 0.178 0.315 0.220 -0.345
C 4.97629 2.79459 -3.21454 -0.112 0.142 0.148 -0.278
C 5.16928 1.42639 -3.35433 -0.168 -0.634 -0.078 -0.348
H 2.16434 0.23359 -2.98597 -0.011 0.024 0.022 0.753
H 1.62476 2.66206 -2.71789 -0.031 -0.005 -0.140 0.345
H 3.49522 4.31781 -2.86843 0.001 -0.042 -0.111 0.462
H 5.81140 3.48026 -3.28669 -0.037 -0.046 -0.069 0.444
H 6.15738 1.01808 -3.54097 -0.031 0.068 -0.037 0.441
Li 3.38657 1.76092 -0.39265 -0.063 -0.490 -1.360 0.758
Be -6.91182 3.28252 1.70347 -0.479 1.295 -0.188 0.266
Br -0.24546 3.88515 0.95364 3.217 4.761 1.128 -0.385
N 2.24803 -1.99793 1.34388 -2.617 -0.986 -2.394 1.245
O 1.65004 -1.77930 0.29346 0.752 0.254 0.695 -0.448
O 1.86051 -2.88717 2.12123 0.824 0.237 0.520 -0.504
O 3.26525 -1.31917 1.64617 1.080 0.712 1.176 -0.533
K -0.71187 -2.10343 4.83387 0.057 -0.164 0.911 0.784
Cl 3.23687 -2.03842 3.72506 0.368 0.242 -0.047 0.038
O 0.94104 -1.07158 -4.74943 -0.952 0.010 0.959 -0.374
H 1.65970 -0.44858 -4.87818 0.492 0.384 -0.337 0.368
O 5.64459 0.99330 2.83586 -0.140 0.014 -0.314 -0.360
H 4.92555 0.31898 2.91030 0.084 -0.185 0.135 0.415
H 5.28039 1.90614 2.78245 0.205 -0.193 0.159 0.395
H 6.24670 0.79816 2.07945 0.059 -0.056 0.321 0.484
Al 2.31033 3.34148 1.47293 -2.887 0.947 -0.229 0.453
```
Forces are in eV/Å.

***

Formula: C12H19AlO7
Source: the Open Molecules 2025 dataset
Level of theory: ωB97M-V with the def2-TZVPD basis set

Results
Highest occupied orbital energy (eV): -16.4
HOMO-LUMO gap (eV): 2.75
Net charge: +2
Relative energy (zero: lowest compared OMol25 entry of this formula, charge and spin) (kJ/mol): 188.2
2S+1: 1
LUMO level (Eh): -0.501

The geometry in XYZ format:
```
39
Properties=species:S:1:pos:R:3:forces:R:3:mulliken_charge:R:1
Al 2.42912 2.45337 -2.63866 -0.440 -0.294 0.550 1.153
O 0.77278 0.90937 -1.02674 1.008 0.313 -0.271 -0.467
H -0.00008 0.38564 -0.73875 0.021 0.268 -0.297 0.257
O 0.41712 -3.76738 0.63589 -1.548 2.290 -0.098 -0.480
C -0.57061 -3.01948 0.55171 1.068 -3.426 0.681 0.296
O -1.76104 -3.42366 1.01503 0.385 0.381 -0.353 -0.318
C -2.77596 -2.41838 0.69956 0.487 0.164 0.579 -0.447
C -2.17189 -1.69722 -0.46710 -0.525 0.445 -0.946 -0.262
C -0.67046 -1.74838 -0.20661 -0.456 0.569 -0.793 -0.251
H -2.82895 -1.79185 1.58992 -0.439 -0.011 -0.019 0.288
H -3.73032 -2.87597 0.43894 0.244 -0.250 0.393 0.348
H -2.55480 -0.68606 -0.60505 -0.037 0.048 0.152 0.035
H -2.43304 -2.24318 -1.37365 0.229 -0.027 -0.091 0.343
H -0.36978 -0.87001 0.36450 0.199 -0.307 0.488 0.442
H -0.09564 -1.82697 -1.12938 0.124 0.052 0.113 0.443
O 3.83655 0.61054 -0.83998 -0.882 -0.871 0.237 -0.437
C 3.85860 -0.41828 -0.16336 1.725 0.991 0.309 0.454
O 4.80202 -0.52663 0.80246 -0.841 1.103 -2.405 -0.282
C 4.36564 -1.56201 1.65690 -0.338 -0.984 1.748 -0.420
C 3.71702 -2.56509 0.74353 -0.785 -1.073 0.989 -0.499
C 3.02422 -1.71261 -0.25646 0.347 0.886 -1.098 0.196
H 3.70306 -1.01838 2.33037 -0.454 -0.584 0.258 0.266
H 5.15154 -1.98623 2.28181 0.352 0.317 -0.473 0.344
H 2.87555 -3.08469 1.20184 0.371 -0.457 0.534 0.291
H 4.41334 -3.32363 0.38599 0.005 0.309 -0.286 0.306
H 1.98957 -1.50738 0.01828 -0.117 0.456 0.120 -0.308
H 3.00319 -2.07774 -1.28327 0.114 0.071 -0.033 0.471
O -0.16793 4.08902 -1.75610 -2.970 -1.507 1.212 -0.517
C -1.24737 3.89795 -1.13851 2.523 1.327 0.169 0.545
O -1.65407 4.84903 -0.23936 3.424 -1.203 -2.312 -0.254
C -2.72504 4.41542 0.46696 -3.995 -0.422 0.822 -0.506
C -2.94359 2.94485 0.23560 0.815 -1.792 -0.036 -0.573
C -2.24112 2.70271 -1.10446 -0.198 0.805 -0.203 0.123
H -3.57399 4.86135 -0.05123 -0.490 0.525 0.609 0.309
H -2.72299 4.70788 1.51699 0.355 0.234 -0.193 0.382
H -3.96270 2.56311 0.29725 -0.176 0.672 -0.353 0.406
H -2.43099 2.26186 0.91299 0.347 0.459 0.626 0.282
H -2.91307 2.79703 -1.95751 -0.037 0.192 -0.146 0.313
H -1.81399 1.70206 -1.17042 0.587 0.331 -0.186 -0.273
```
Forces are in eV/Å.

***

Formula: C12H19BrCrIN4O4Te
Source: the Open Molecules 2025 dataset
Level of theory: ωB97M-V with the def2-TZVPD basis set

Results
Highest occupied orbital energy (alpha / beta) (eV): -11.8 / -11.8
HOMO-LUMO gap (alpha / beta) (eV): 8.93 / 8.87
<S²>: 6.01
Net charge: +1
Relative energy (zero: lowest compared OMol25 entry of this formula, charge and spin) (kJ/mol): 0.0
2S+1: 5
LUMO level (alpha / beta) (Eh): -0.105 / -0.108

The geometry in XYZ format:
```
43
Properties=species:S:1:pos:R:3:forces:R:3:mulliken_spin:R:1
Cr 0.01067 0.41324 -1.01604 -0.720 -0.217 0.402 4.012
N -2.92790 0.26108 -2.95158 -0.329 -0.072 0.455 0.014
C -1.75570 -0.02090 -3.46123 0.750 -0.142 -0.067 -0.016
O -0.71511 -0.22751 -2.77665 -0.365 0.191 -0.402 -0.020
C -1.63184 -0.05051 -4.95350 -0.008 0.058 -0.023 -0.004
I -0.88906 1.85023 -5.58026 0.054 0.059 0.024 0.002
H -3.05117 0.27273 -1.94021 -0.009 -0.086 0.075 0.005
H -3.74506 0.30761 -3.53759 0.027 0.091 0.009 0.000
H -2.57885 -0.18743 -5.46202 -0.033 -0.081 -0.006 0.000
H -0.90033 -0.78305 -5.26814 0.009 -0.092 0.032 0.000
Br -2.27469 -4.21134 4.41275 -0.045 -0.055 0.092 0.000
C -1.56519 -3.48540 2.83263 0.003 -0.017 0.063 0.001
C -0.30182 -3.87315 2.40886 0.213 0.073 -0.291 0.001
N 0.25693 -3.38800 1.29796 -0.225 0.014 0.168 0.000
C -0.44051 -2.49020 0.60095 0.182 -0.092 0.120 0.062
C -1.69721 -2.02974 0.96242 0.009 0.123 -0.039 0.003
C -2.28371 -2.56350 2.09995 -0.175 0.087 0.005 -0.002
C -2.43192 -0.98722 0.15833 0.212 0.469 -0.217 0.014
O -3.60634 -1.13314 -0.10628 -0.085 0.000 0.002 0.005
O -1.74019 0.06911 -0.20244 0.029 -0.515 0.047 0.043
H 0.26950 -4.60098 2.97320 0.002 0.033 -0.015 0.000
H 0.03094 -2.14894 -0.31631 0.042 0.053 -0.087 -0.048
H -3.27745 -2.25289 2.39843 0.035 -0.019 -0.018 0.000
C 3.69329 1.42036 -1.21924 0.042 -0.052 0.046 0.009
Te 2.02775 1.44334 -2.53197 0.275 0.088 -0.224 -0.043
C 1.48707 3.47111 -2.13409 0.036 0.062 -0.033 0.037
H 3.35431 1.57399 -0.19868 0.016 0.014 -0.006 0.002
H 4.39024 2.19518 -1.52722 -0.002 -0.015 0.013 -0.002
H 4.16687 0.44494 -1.31371 0.008 0.041 0.025 0.002
H 1.59565 4.04881 -3.04717 0.000 0.004 0.024 0.000
H 2.16983 3.84775 -1.37371 -0.065 -0.026 -0.031 -0.002
H 0.46183 3.52165 -1.77898 0.021 0.028 0.007 -0.012
C 1.23975 0.02465 4.09569 -0.001 -0.006 -0.094 -0.001
N 0.91388 0.09810 2.67785 0.026 -0.127 0.199 -0.002
C 1.12353 1.14612 1.88477 -0.202 -0.197 -0.120 -0.020
N 1.71488 2.24057 2.39484 0.013 0.080 -0.031 0.005
O 0.79195 1.12202 0.67274 0.364 0.305 -0.056 -0.037
H 0.72161 -0.83029 4.51954 0.006 -0.020 -0.001 0.000
H 0.88787 0.91204 4.62333 -0.035 -0.011 -0.018 0.000
H 2.31083 -0.10060 4.26343 -0.006 0.017 -0.029 0.000
H 0.52283 -0.71043 2.22140 -0.063 -0.068 -0.001 -0.004
H 1.94031 2.32138 3.36931 -0.010 -0.001 0.014 -0.002
H 1.73173 3.06921 1.82868 0.004 0.021 -0.015 0.000
```
Forces are in eV/Å.

***

Formula: C12H19BrN
Source: the Open Molecules 2025 dataset
Level of theory: ωB97M-V with the def2-TZVPD basis set

Results
Highest occupied orbital energy (eV): -12.4
HOMO-LUMO gap (eV): 9.29
Net charge: +1
Relative energy (zero: lowest compared OMol25 entry of this formula, charge and spin) (kJ/mol): 0.0
2S+1: 1
LUMO level (Eh): -0.114

The geometry in XYZ format:
```
33
Properties=species:S:1:pos:R:3:forces:R:3:mulliken_charge:R:1
C 2.64800 0.00695 3.47771 -0.130 0.109 -0.185 -1.414
C 2.00035 -0.11783 2.10374 0.075 -0.239 0.175 -0.171
C 1.89694 -1.58201 1.67861 -0.020 0.277 -0.230 -0.804
C 1.42075 -1.77179 0.23481 -0.136 -0.072 0.174 -0.602
C -0.02319 -1.32014 0.05250 0.591 0.099 0.637 -0.751
N -0.48237 -1.56095 -1.34244 0.139 -0.195 -0.193 -0.025
C -1.85503 -1.04028 -1.62539 -0.618 0.438 -0.183 -1.137
C -1.85568 0.46457 -1.56208 0.012 0.034 0.047 0.654
C -2.53064 1.14536 -0.55710 0.027 -0.085 -0.088 -0.390
C -2.50178 2.53065 -0.51820 0.004 -0.070 0.004 -0.644
C -1.79060 3.24583 -1.46478 0.105 0.007 -0.174 -0.344
C -1.11299 2.56258 -2.46508 0.239 0.093 -0.197 -0.286
Br -0.11502 3.51722 -3.77724 -0.266 -0.208 0.322 -0.144
C -1.14593 1.17789 -2.52159 -0.032 0.170 0.009 -0.166
H 3.65366 -0.40481 3.46558 0.117 -0.043 0.039 0.354
H 2.06697 -0.52821 4.22457 -0.028 -0.048 0.130 0.353
H 2.70951 1.05013 3.77413 0.040 0.070 0.107 0.382
H 2.59898 0.43065 1.37343 -0.048 0.061 -0.095 0.306
H 1.00874 0.33847 2.13947 -0.035 0.089 -0.075 0.234
H 2.88318 -2.03845 1.76931 -0.016 -0.086 0.028 0.398
H 1.22740 -2.11332 2.35696 0.008 -0.109 0.073 0.324
H 1.50806 -2.82966 -0.02438 0.012 -0.041 -0.115 0.416
H 2.07411 -1.20101 -0.42892 0.028 -0.002 -0.112 0.363
H -0.68003 -1.86723 0.73130 -0.110 0.022 -0.158 0.276
H -0.11953 -0.25256 0.25434 -0.121 -0.099 -0.123 0.390
H -0.43602 -2.56792 -1.53784 0.053 0.238 -0.041 0.429
H 0.17424 -1.08844 -1.97868 -0.125 -0.225 0.120 0.423
H -2.15184 -1.37759 -2.62141 0.132 -0.111 0.108 0.431
H -2.54453 -1.45930 -0.89101 0.169 -0.087 -0.040 0.419
H -3.08976 0.59854 0.18638 -0.077 -0.083 0.107 0.379
H -3.03571 3.05652 0.25694 -0.055 0.062 0.082 0.408
H -1.76438 4.32322 -1.43418 0.008 0.099 -0.004 0.446
H -0.63585 0.67293 -3.32948 0.058 -0.063 -0.150 0.491
```
Forces are in eV/Å.

***

> What is the formula in the first record?

C12H19AlBeBr3ClInKLiN2O8